# 1
This record from the OMol25 dataset describes an isolated molecule of C3H6N2O2S. The level of theory is ωB97M-V with the def2-TZVPD basis set.

Structure (XYZ):
```
14
Properties=species:S:1:pos:R:3:forces:R:3:mulliken_charge:R:1
S 1.2010 -0.8649 -0.6405 0.391 1.206 2.275 0.83
O 1.0169 0.8248 -1.2891 1.097 -2.429 1.331 -0.26
O 1.3574 -1.5205 -1.8788 0.057 -1.388 -1.133 -0.57
N -0.3303 -0.7559 0.0985 1.532 3.076 -0.777 -0.24
N -0.0392 1.3869 -0.7034 -1.593 0.370 0.611 -0.29
C -0.7942 0.5733 -0.0468 -0.202 0.360 -1.661 0.50
C 2.2195 -1.3386 0.5885 0.124 0.945 -1.188 -0.72
C -2.1039 1.2370 0.3468 1.761 -1.175 5.038 -0.93
H -2.8994 0.6663 0.8983 0.948 0.014 -0.879 0.33
H -1.6471 1.8890 1.1951 -1.445 -0.336 -1.443 0.22
H -2.4958 1.7906 -0.4276 -0.684 1.199 -1.584 0.29
H -0.9456 -1.5100 0.1754 -0.703 -1.407 0.056 0.26
H 3.1981 -1.6266 0.1452 -0.775 0.183 0.390 0.28
H 2.2627 -0.7512 1.5386 -0.507 -0.618 -1.034 0.27
```
Forces are in eV/Å.

The calculation puts the energy above the lowest of the compared OMol25 structures with the same formula, charge and spin at 616.92 kJ/mol. As for the gap between HOMO and LUMO: 9.4 eV. The HOMO energy is -8.91 eV. Its lowest unoccupied orbital energy is 0.46 eV.

***

# 2
This record from the OMol25 dataset describes a structure of composition C23H30F6GaN3O4S3Te. The level of theory is ωB97M-V with the def2-TZVPD basis set.

Structure (XYZ):
```
71
Properties=species:S:1:pos:R:3:forces:R:3:mulliken_charge:R:1
Te -2.7049 -1.4586 1.0987 -0.059 -0.047 -0.076 0.62
Ga -0.7798 0.3420 0.8978 0.217 -0.484 0.114 1.15
S 1.2556 -0.3113 3.2246 0.182 -0.167 0.055 1.05
S -1.4011 2.4130 0.3184 -0.058 0.050 0.047 -0.41
S 1.7192 -0.5859 0.6388 0.017 0.126 -0.124 1.29
F 4.1938 -0.2218 -0.0326 -0.023 -0.014 0.006 -0.15
F 1.8185 1.6688 4.8199 -0.018 0.006 -0.006 -0.18
F 3.0401 1.6103 3.0332 -0.017 -0.001 0.019 -0.20
F 3.4699 -2.2454 -0.3269 0.001 0.008 0.009 -0.15
F 0.9854 2.2896 2.9200 0.033 -0.002 0.037 -0.19
F 2.8350 -0.6590 -1.6649 -0.011 -0.008 0.035 -0.15
O 1.3550 -1.0244 4.4328 -0.042 -0.042 0.021 -0.53
O 0.5535 -1.3509 0.1710 -0.026 -0.019 -0.007 -0.48
O 1.3501 0.8342 0.4477 0.021 0.078 -0.125 -0.90
O -0.1398 -0.1511 2.6800 -0.102 0.364 0.041 -0.48
N 0.1856 2.4397 -1.8123 0.026 0.004 0.074 0.60
N -2.1013 1.9763 -2.1888 -0.005 0.189 0.085 0.62
N 2.1893 -0.8987 2.0767 -0.043 0.037 0.098 -0.59
C -2.2893 -2.7430 -0.5011 0.021 0.014 -0.056 0.52
C -2.4372 -4.9705 -1.3653 0.007 -0.002 0.004 -0.63
C 0.8810 3.5307 -3.9661 -0.012 0.005 -0.019 -0.25
C -6.4077 0.7256 0.6918 0.022 0.004 -0.010 -0.63
C 2.1256 4.3668 -3.6740 0.003 -0.016 -0.024 -0.77
C 3.1934 -0.9708 -0.4280 0.012 -0.039 -0.023 0.47
C 0.7986 2.2475 -3.1376 0.009 -0.058 0.015 -1.31
C -5.3022 0.0392 1.1820 0.034 0.062 -0.006 -0.69
C -4.3284 -0.3945 0.2921 -0.039 0.093 -0.060 0.59
C -2.6418 -4.0752 -0.3235 -0.019 -0.006 0.005 -0.78
C -5.5607 0.5068 -1.5520 0.002 0.019 0.020 -0.47
C -4.4253 4.0576 -1.5608 0.016 -0.020 0.031 -0.80
C -2.9880 3.7414 -3.6999 -0.016 -0.032 -0.032 -0.51
C -6.5353 0.9578 -0.6685 -0.020 0.004 0.010 -0.70
C -4.4456 -0.1662 -1.0761 -0.034 -0.126 0.016 -0.25
C -2.3695 2.3513 -3.5942 0.062 0.005 -0.034 -0.73
C 2.2516 4.8176 -2.2237 0.019 0.007 0.036 -0.85
C 1.8296 1.4604 3.5292 0.020 0.037 -0.044 0.77
C -4.3801 3.9068 -3.0819 0.011 0.017 -0.034 -0.63
C -1.5291 -3.2010 -2.7242 -0.003 0.011 0.010 -0.93
C -1.7264 -2.2973 -1.6935 0.026 -0.001 0.008 0.14
C -1.8860 -4.5344 -2.5595 -0.002 0.003 -0.005 -0.53
C -1.0535 2.2522 -1.4276 -0.140 -0.010 -0.020 0.52
H -2.2996 4.4761 -3.2695 -0.004 0.006 0.015 0.17
H -5.3788 4.4806 -1.2473 -0.014 -0.002 -0.008 0.37
H -5.6821 0.6638 -2.6162 -0.002 -0.018 -0.010 0.52
H -3.0726 -4.4252 0.6062 -0.001 0.010 0.002 0.46
H 3.0755 5.5193 -2.1059 -0.001 0.002 -0.008 0.40
H 3.0125 3.7942 -3.9585 -0.003 0.007 -0.008 0.36
H -3.0415 3.9650 -4.7680 -0.018 -0.006 0.004 0.50
H -3.6426 4.7326 -1.2066 0.002 0.012 -0.003 0.27
H -5.2210 -0.1557 2.2445 -0.003 -0.010 -0.003 0.45
H -7.1740 1.0617 1.3765 -0.005 0.002 0.005 0.44
H -1.0925 -2.8689 -3.6566 0.005 0.002 0.001 0.44
H -1.4307 -1.2619 -1.8225 -0.015 -0.005 -0.003 0.43
H -1.7279 -5.2362 -3.3669 0.000 -0.001 -0.001 0.43
H 1.3443 5.3167 -1.8752 -0.008 0.003 0.000 0.24
H -7.4063 1.4763 -1.0462 -0.002 0.001 -0.001 0.48
H 0.8686 3.2530 -5.0220 0.024 -0.003 -0.004 0.40
H 2.1088 5.2401 -4.3269 -0.010 0.008 0.010 0.41
H -5.0197 3.0775 -3.4008 -0.009 0.006 -0.011 0.23
H 0.2548 1.4496 -3.6399 -0.004 0.017 -0.010 0.46
H 1.8000 1.8617 -2.9376 -0.001 0.008 -0.022 0.50
H -0.0176 4.1287 -3.7878 0.001 -0.002 -0.020 0.09
H 0.8129 2.7158 -1.0696 0.005 -0.010 -0.002 0.19
H -4.8220 4.8005 -3.5234 0.007 0.009 0.007 0.40
H -4.3290 3.1120 -1.0185 0.006 0.017 -0.006 0.03
H -1.4530 2.2952 -4.1691 -0.022 0.009 -0.011 0.40
H 2.4715 3.9824 -1.5499 -0.003 -0.008 0.003 0.07
H -2.9512 1.8945 -1.6422 0.025 -0.124 -0.031 -0.82
H -3.7132 -0.5587 -1.7712 -0.004 0.008 0.009 0.35
H -2.7097 -6.0090 -1.2374 -0.002 -0.003 0.003 0.42
H -3.0462 1.5916 -3.9885 -0.016 0.017 0.014 0.43
```
Forces are in eV/Å.

The calculation puts the energy above the lowest of the compared OMol25 structures with the same formula, charge and spin at 53.94 kJ/mol. As for the gap between HOMO and LUMO: 8.4 eV. As for the net charge: +2. The HOMO energy is -15.03 eV. Its lowest unoccupied orbital energy is -6.62 eV.

***

# 3
This record from the OMol25 dataset describes an isolated molecule of C2H4O2Si. The level of theory is ωB97M-V with the def2-TZVPD basis set.

Structure (XYZ):
```
9
Properties=species:S:1:pos:R:3:forces:R:3:mulliken_charge:R:1
Si -0.6988 -2.0390 0.0846 3.035 1.014 -0.598 0.19
O -1.3738 -0.5775 0.3324 -1.345 -0.609 0.854 -0.17
O 1.0304 -1.1317 -0.2700 -2.801 -2.549 1.025 -0.52
C -0.5065 0.4986 0.4639 2.153 1.013 -0.988 -0.27
C 0.6306 0.1821 -0.4804 0.686 0.869 -0.995 -0.36
H -0.9566 1.4511 0.1758 -0.261 -0.155 0.456 0.30
H 0.1335 0.5590 1.3658 -1.550 -0.141 0.661 0.27
H 0.2751 0.1951 -1.5694 0.810 1.044 1.126 0.27
H 1.4661 0.8624 -0.1027 -0.727 -0.485 -1.541 0.29
```
Forces are in eV/Å.

The calculation puts the energy above the lowest of the compared OMol25 structures with the same formula, charge and spin at 97.35 kJ/mol. As for the gap between HOMO and LUMO: 9.5 eV. The HOMO energy is -9.73 eV. Its lowest unoccupied orbital energy is -0.18 eV.

***

# 4
This record from the OMol25 dataset describes a structure of composition C4H3KLiMgO2. The level of theory is ωB97M-V with the def2-TZVPD basis set.

Structure (XYZ):
```
12
Properties=species:S:1:pos:R:3:forces:R:3:mulliken_charge:R:1
K 0.4694 2.4841 2.8585 0.307 0.321 0.489 1.02
Mg 0.8127 0.3592 -0.2844 -0.595 -3.335 -0.618 0.68
O 1.2009 2.0187 0.3845 0.411 2.044 -0.875 -0.80
O -0.5636 -0.8412 0.2299 -0.468 1.887 2.101 -0.75
C -1.3656 1.1378 1.4251 0.727 -0.718 -2.753 -0.87
C -1.0589 -0.1721 1.3458 0.101 -1.804 -0.369 0.17
C 0.0305 2.4843 -0.1348 -2.349 0.754 -0.567 -0.21
C -1.2050 2.0460 0.2639 -0.268 0.748 2.413 0.07
Li 1.9672 1.9353 -1.6937 0.513 0.713 -0.074 0.56
H -1.1583 -0.8456 2.2096 -0.231 0.298 -0.188 0.43
H -0.1701 3.1789 -1.0121 1.629 -0.334 0.837 0.31
H -2.0677 2.6359 -0.0643 0.222 -0.574 -0.397 0.39
```
Forces are in eV/Å.

The calculation puts the energy above the lowest of the compared OMol25 structures with the same formula, charge and spin at 80.39 kJ/mol. As for the gap between HOMO and LUMO (alpha / beta): 8.0 / 4.8 eV. As for the net charge: +1. The HOMO energy (alpha / beta) is -12.13 / -9.70 eV. Its lowest unoccupied orbital energy (alpha / beta) is -4.10 / -4.95 eV.

***

# 5
This record from the OMol25 dataset describes a cluster of 2 separate species, C5H11NO3S in total. The level of theory is ωB97M-V with the def2-TZVPD basis set.

Structure (XYZ):
```
21
Properties=species:S:1:pos:R:3:forces:R:3:mulliken_charge:R:1
S 0.4674 1.8422 -1.1796 -0.176 2.248 -2.084 1.00
O 0.7386 2.1151 -2.6073 -0.231 -0.291 2.515 -0.65
O 1.8697 1.6160 -0.3493 -0.938 0.649 -0.949 -0.44
O -0.5303 2.6645 -0.4681 1.902 -0.851 -0.802 -0.59
N -1.4252 0.4704 -1.6397 -1.112 1.505 0.376 -0.66
C 0.4150 0.2485 0.9776 3.159 2.984 -4.640 -0.58
C 1.0111 0.3588 -0.3129 0.527 0.240 2.692 1.21
C -0.0692 -0.9368 1.3787 -3.823 -7.992 1.342 -0.02
C 1.4178 -0.7995 -1.1533 -1.656 -1.494 1.755 -1.30
C -0.7053 -1.1876 2.7303 -1.293 -1.911 -4.686 -1.48
H -1.7769 -1.4637 2.7524 0.312 -0.215 -0.598 0.31
H -0.1367 -1.8168 0.6495 0.129 1.447 1.049 0.20
H 0.4422 -1.3939 -1.3376 1.808 0.870 -0.401 0.20
H 2.0371 -1.4216 -0.5037 -0.042 -0.256 -0.014 0.36
H 0.2438 1.1095 1.5133 -0.266 1.951 1.002 0.41
H -1.5418 0.3334 -0.6145 -0.357 -0.224 -1.311 0.30
H -0.1717 -1.9761 3.1037 1.293 -1.799 1.960 0.38
H 2.0421 -0.5598 -1.9712 -0.029 0.460 -1.218 0.43
H -1.7559 -0.2753 -2.2357 -0.148 -0.084 0.271 0.19
H -1.8752 1.3873 -1.8962 0.333 -1.597 0.341 0.29
H -0.6967 -0.3145 3.1636 0.610 4.361 3.399 0.45
```
Forces are in eV/Å.

The calculation puts the energy above the lowest of the compared OMol25 structures with the same formula, charge and spin at 253.81 kJ/mol. The expectation value of S² is 2.01. The multiplicity is 3. As for the gap between HOMO and LUMO (alpha / beta): 6.4 / 7.0 eV. The HOMO energy (alpha / beta) is -5.78 / -10.14 eV. Its lowest unoccupied orbital energy (alpha / beta) is 0.64 / -3.11 eV.

***

# 6
This record from the OMol25 dataset describes an isolated molecule of C17H16Cl2N2O2S. The level of theory is ωB97M-V with the def2-TZVPD basis set.

Structure (XYZ):
```
40
Properties=species:S:1:pos:R:3:forces:R:3:mulliken_charge:R:1
Cl -3.2340 -0.7854 2.0654 -0.029 0.042 -0.035 -0.13
Cl -4.9897 -2.8258 0.4898 -0.096 -0.146 -0.061 -0.20
S 5.5456 -1.5394 -0.3522 -0.224 0.405 0.410 -0.15
O 3.4363 -0.0411 -2.1644 0.207 0.009 -0.187 -0.65
O -0.8674 2.5128 1.6390 0.224 0.179 0.157 -0.67
N 1.8538 -0.5428 -0.6406 -0.177 -0.026 -0.029 0.18
N -2.6969 1.7687 0.5958 -0.529 0.584 0.035 -0.03
C 5.5514 -0.2349 1.8529 0.187 -0.072 0.058 -0.54
C 1.3889 -0.9950 0.6475 -0.059 -0.007 0.474 -1.05
C 6.2927 -1.1182 1.1353 -0.112 -0.156 -0.356 -0.49
C -4.0432 1.1709 -1.3253 0.064 -0.085 0.135 -0.35
C -4.6178 -1.2965 -0.2076 0.065 0.112 -0.009 0.30
C 0.7832 -0.2251 -1.5590 -0.037 0.348 -0.368 -1.11
C -5.1310 -0.9638 -1.4525 0.046 -0.005 0.089 -0.43
C 3.1383 -0.3506 -1.0237 -0.097 -0.026 -0.099 0.83
C -3.8173 -0.3944 0.4874 -0.041 0.019 0.037 0.47
C -4.8499 0.2743 -2.0014 -0.038 -0.018 0.068 -0.68
C -0.0833 0.8914 -0.9787 -0.041 -0.295 -0.028 -0.73
C -1.3880 1.6506 0.9700 0.049 -0.414 -0.181 -0.09
C 0.5311 0.0816 1.3109 -0.120 -0.205 -0.116 -0.66
C -0.6299 0.4677 0.3935 0.324 0.331 0.179 0.64
C 4.1854 -0.5341 0.0094 0.583 -0.109 0.056 -0.02
C 4.3438 0.1033 1.2071 -0.172 -0.137 -0.318 -0.25
C -3.5054 0.8438 -0.0848 -0.057 -0.307 -0.157 -0.21
H 5.8488 0.1633 2.8063 0.093 0.053 0.149 0.40
H 7.2401 -1.5502 1.3891 0.200 -0.077 0.101 0.45
H -0.9056 1.1091 -1.6627 -0.011 0.050 -0.041 0.33
H -5.7523 -1.6731 -1.9745 -0.052 -0.093 -0.029 0.44
H 0.7795 -1.8960 0.4932 0.073 -0.002 0.041 0.28
H 3.6341 0.8061 1.6060 -0.185 0.118 0.038 0.44
H -3.1212 2.6572 0.8329 0.120 -0.103 0.052 0.25
H 0.1467 -0.2884 2.2623 0.006 0.016 0.057 0.40
H 2.2371 -1.2585 1.2785 -0.152 -0.044 -0.097 0.60
H -3.8162 2.1361 -1.7513 0.080 0.088 -0.037 0.45
H 0.5209 1.7932 -0.8623 -0.007 0.049 -0.025 0.31
H -1.2910 -0.3893 0.2538 0.036 0.014 0.000 0.29
H 1.1282 0.9723 1.5103 0.012 -0.004 0.043 0.18
H 0.1746 -1.1214 -1.7296 0.035 0.009 -0.018 0.38
H -5.2582 0.5377 -2.9641 -0.042 0.019 -0.096 0.37
H 1.2378 0.0840 -2.5019 -0.127 -0.117 0.107 0.46
```
Forces are in eV/Å.

As for the gap between HOMO and LUMO: 9.5 eV. The HOMO energy is -8.96 eV. Its lowest unoccupied orbital energy is 0.51 eV.

***

# 7
This record from the OMol25 dataset describes an isolated molecule of C4H7N3O3S. The level of theory is ωB97M-V with the def2-TZVPD basis set.

Structure (XYZ):
```
18
Properties=species:S:1:pos:R:3:forces:R:3:mulliken_charge:R:1
S 2.7172 -0.1208 -0.0771 -0.150 -2.578 -0.118 1.09
O 1.4383 0.8904 -0.0767 0.792 0.315 0.113 -0.35
O 3.7117 1.0771 0.1882 0.232 -0.458 -0.068 -0.45
O 2.6415 -1.1396 0.9735 -0.296 2.397 -0.403 -0.59
N -0.9671 1.1638 -0.1982 0.488 1.985 -0.112 -0.67
N 3.0763 -0.6837 -1.4186 0.075 1.140 -0.599 -0.67
N -1.5882 -0.8162 0.4316 -0.335 0.418 -0.988 -0.05
C -0.2340 -0.8422 0.2992 2.060 -2.345 1.079 -0.15
C -3.4679 0.8603 0.1491 4.171 4.109 -0.670 -1.01
C -2.0203 0.4269 0.0338 0.622 -0.962 0.901 0.39
C 0.1511 0.4222 0.0245 -1.179 -1.382 -0.448 0.34
H 0.4151 -1.7549 0.4717 -1.275 1.363 -0.063 0.35
H -4.0143 0.1121 0.5023 -2.433 -3.127 1.695 0.35
H 4.5831 0.8647 -0.2260 -0.893 -0.009 0.247 0.38
H -2.1465 -1.6321 0.4936 -0.486 -0.538 0.176 0.23
H -3.7966 1.0982 -0.8690 -0.247 0.655 0.542 0.29
H -3.3576 1.7248 0.9320 -1.033 -1.266 -1.837 0.24
H 2.8581 -1.6511 -1.6340 -0.111 0.281 0.553 0.28
```
Forces are in eV/Å.

The calculation puts the energy above the lowest of the compared OMol25 structures with the same formula, charge and spin at 191.89 kJ/mol. As for the gap between HOMO and LUMO: 9.2 eV. The HOMO energy is -8.60 eV. Its lowest unoccupied orbital energy is 0.55 eV.

***

# 8
This record from the OMol25 dataset describes a cluster of 2 separate species, C2H4O2 in total. The level of theory is ωB97M-V with the def2-TZVPD basis set.

Structure (XYZ):
```
8
Properties=species:S:1:pos:R:3:forces:R:3:mulliken_charge:R:1
O -2.4286 -1.3500 -2.1953 0.212 -0.062 -0.102 -0.41
O 0.6309 0.6878 1.2235 -0.550 0.112 0.037 -0.37
C 1.7938 0.7233 1.4970 0.262 -0.436 -0.556 -0.08
C -1.7456 -0.6796 -1.4658 -0.989 -0.306 -0.172 -0.04
H -0.8441 -1.1022 -1.0099 0.304 0.259 0.126 0.22
H -2.1019 0.3314 -1.2083 0.491 0.127 0.179 0.23
H 2.4880 1.3276 0.8824 0.113 0.071 0.335 0.22
H 2.2076 0.0618 2.2763 0.157 0.235 0.152 0.23
```
Forces are in eV/Å.

The calculation puts the energy above the lowest of the compared OMol25 structures with the same formula, charge and spin at 233.05 kJ/mol. As for the gap between HOMO and LUMO: 10.6 eV. The HOMO energy is -9.98 eV. Its lowest unoccupied orbital energy is 0.64 eV.

***

M list, top to bottom, in g mol⁻¹: 134.2 820.0 88.1 153.4 165.2 383.3 177.2 60.1
Max |F| list, top to bottom, in eV Å⁻¹: 5.465 0.542 3.923 3.444 8.960 0.789 5.893 1.049